(1)
Entry from the OMol25 dataset: 2 unconnected molecules or ions with the total composition C7H6BrNO3 (ωB97M-V/def2-TZVPD).

Geometry as XYZ:
```
18
Properties=species:S:1:pos:R:3:forces:R:3
Br 1.56120 1.37443 2.47339 0.6 -0.1 -0.5
O -0.14244 -1.33964 2.54076 1.4 1.4 -0.7
O 2.81617 -1.17111 2.23125 -0.9 -0.4 -0.1
O 1.96793 -1.93510 0.40995 -0.8 -0.9 -0.3
N 2.00313 -1.14150 1.31714 3.2 1.1 0.1
C -0.70694 -0.34022 -2.02188 2.3 -0.3 0.1
C -1.66097 1.45850 -0.68242 2.2 -1.5 -1.1
C 1.40116 0.17679 1.07675 -4.1 -0.4 1.8
C 0.40918 0.43281 0.02040 2.6 -2.0 -0.9
C -1.68663 0.57990 -1.80089 -2.8 1.4 -0.2
C 0.41840 -0.37121 -1.18041 -1.8 0.5 0.1
C -0.56615 1.38100 0.21426 -3.2 0.2 -0.4
H -0.52599 -1.63688 1.72017 -0.5 -0.4 -0.5
H -0.62884 -1.00694 -2.88982 -0.6 0.4 0.3
H -2.42054 2.18840 -0.58027 -0.6 0.4 0.4
H 1.14125 -1.08809 -1.51765 0.6 0.2 0.7
H -0.78715 1.82356 1.17583 0.8 0.4 0.0
H -2.59276 0.61530 -2.50655 1.5 0.0 1.2
```
Forces are in eV/Å.

The calculation puts the orbital gap (spin up / spin down) at 5.84 / 5.84 eV. As for the energy above the lowest of the compared OMol25 structures with the same formula, charge and spin: 4.7093 eV. As for the strongest force on any atom: 4.5 eV Å⁻¹. The calculation puts the HOMO energy (spin up / spin down) at -8.97 / -8.97 eV. Its spin multiplicity is 1. Its net charge is 0. Its total energy is -85023.0826 eV.



(2)
Entry from the OMol25 dataset: a molecular structure, C7H6Cl2NO (ωB97M-V/def2-TZVPD).

Geometry as XYZ:
```
17
Properties=species:S:1:pos:R:3:forces:R:3
Cl -3.86864 0.11930 1.02079 0.0 0.4 0.2
Cl 0.82114 -3.59798 0.14985 0.5 0.3 0.0
O -2.70657 -2.32489 0.70570 -1.6 -0.1 0.5
N -1.45786 -2.47602 0.62417 2.4 0.5 -0.9
C 2.14314 1.41592 -0.75136 -1.6 -0.9 1.3
C 1.43093 1.67454 0.42026 0.6 1.7 0.8
C 1.54581 0.61040 -1.72497 1.7 1.0 0.0
C 0.29318 0.24652 -1.42286 -1.9 -1.2 -0.7
C 0.11919 1.30606 0.63271 0.7 -1.0 -1.9
C -0.36908 -2.04082 0.28531 -0.8 -2.2 0.8
C -0.49533 0.46485 -0.32566 3.0 2.3 0.5
H 3.15743 1.63912 -0.74475 1.7 0.6 -0.5
H 2.18356 0.35079 -2.58161 -0.8 -0.2 0.1
H -1.36768 0.02889 -0.02391 -2.5 -0.8 -0.2
H -0.28755 1.59713 1.55205 -1.1 0.1 1.1
H 1.86012 2.29091 1.25366 0.0 -0.6 -1.0
H -3.00178 -1.30472 0.93063 -0.4 0.1 -0.2
```
Forces are in eV/Å.

The calculation puts the orbital gap (spin up / spin down) at 7.77 / 7.46 eV. As for the energy above the lowest of the compared OMol25 structures with the same formula, charge and spin: 1.4499 eV. As for the strongest force on any atom: 3.8 eV Å⁻¹. The calculation puts the HOMO energy (spin up / spin down) at -5.61 / -4.58 eV. Its spin multiplicity is 1. Its net charge is -1. Its total energy is -35933.9517 eV.



(3)
Entry from the OMol25 dataset: a molecular structure, C7H6Cl2OS (ωB97M-V/def2-TZVPD).

Geometry as XYZ:
```
17
Properties=species:S:1:pos:R:3:forces:R:3
Cl -1.45497 0.86954 -3.56259 0.8 -0.9 1.0
Cl 2.67079 -0.92814 -2.56554 0.2 -0.2 0.0
S 1.06060 -0.06559 -3.65556 1.6 0.4 -0.8
O 0.84517 -0.91438 -4.79498 -0.1 -0.4 -0.6
C -0.09757 -0.20548 -1.12091 -0.6 0.5 1.7
C 0.74057 0.83872 -0.74356 0.0 -0.8 0.0
C -0.10950 -0.52378 -2.47646 -4.8 -1.0 -1.6
C 0.95829 1.15667 0.57848 -0.1 1.4 -1.4
C -0.84057 -0.90742 -0.15093 1.4 -0.6 1.4
C 0.25184 0.51865 1.53189 0.4 -1.5 1.2
C -0.43565 -0.62193 1.15699 -2.2 0.2 -0.3
H -0.91987 -1.24909 1.85978 -0.2 -0.2 1.1
H 1.56001 1.96430 0.89163 0.8 0.9 -0.1
H -0.80288 -1.39131 -2.69248 1.5 0.7 -0.3
H 1.18445 1.25853 -1.61563 0.8 1.1 0.2
H 0.38665 0.82412 2.57121 -0.2 -0.4 -0.2
H -1.55940 -1.77106 -0.15831 0.9 1.0 -1.2
```
Forces are in eV/Å.

The calculation puts the orbital gap at 8.33 eV. As for the energy above the lowest of the compared OMol25 structures with the same formula, charge and spin: 1.7579 eV. As for the strongest force on any atom: 5.2 eV Å⁻¹. The calculation puts the HOMO energy at -9.90 eV. Its spin multiplicity is 1. Its net charge is 0. Its total energy is -45281.4840 eV.



(4)
Entry from the OMol25 dataset: 2 unconnected molecules or ions with the total composition C7H6ClN2O4 (ωB97M-V/def2-TZVPD).

Geometry as XYZ:
```
20
Properties=species:S:1:pos:R:3:forces:R:3
Cl 1.68849 0.77480 -2.74042 0.0 -0.6 0.3
O 0.16696 3.50199 -0.80293 -1.8 0.1 0.1
O 2.09722 -2.62693 0.18426 0.4 0.3 -0.1
O -1.97997 -1.80866 2.01737 1.6 0.3 -1.2
O 2.32469 3.61507 -0.03907 0.3 0.3 0.9
N 1.06983 -0.64926 -0.53140 -3.5 -1.4 2.3
N 0.08961 -2.17864 1.00225 -2.5 0.7 1.6
C -1.19922 -0.27247 0.32995 0.7 -1.6 0.9
C 2.17936 -0.16400 -1.19029 1.0 2.9 0.0
C -2.50016 0.50014 0.43732 5.1 0.7 0.5
C -0.09982 0.07056 -0.40614 0.1 -1.2 0.5
C 1.20999 3.57193 -0.33205 1.5 -0.5 -1.0
C 1.14291 -1.86502 0.23711 1.6 0.7 -2.2
C -1.09819 -1.43780 1.19695 -0.9 -0.1 0.0
H -3.19777 -0.11333 0.05763 -3.1 -1.4 -1.2
H 0.18840 -2.97240 1.62484 0.2 0.1 -0.3
H -2.21093 1.38960 -0.06341 -0.9 1.1 -0.8
H -0.14673 0.95451 -0.97462 0.2 0.9 -0.7
H -2.48466 0.66878 1.47307 -1.3 0.4 1.5
H 2.75998 -0.95886 -1.48041 1.3 -1.8 -1.0
```
Forces are in eV/Å.

The calculation puts the orbital gap at 5.26 eV. As for the strongest force on any atom: 5.2 eV Å⁻¹. The calculation puts the HOMO energy at -2.30 eV. Its spin multiplicity is 1. Its net charge is -1. Its total energy is -31049.9274 eV.



(5)
Entry from the OMol25 dataset: a single C7H6ClNO2 molecule (ωB97M-V/def2-TZVPD).

Geometry as XYZ:
```
17
Properties=species:S:1:pos:R:3:forces:R:3
Cl -3.24161 -0.82149 0.12439 0.8 0.8 -0.1
O 1.97558 1.90868 -0.17394 -0.2 0.7 -0.2
O 2.10467 -1.82680 -0.95494 0.0 -1.0 -1.1
N 2.94795 -0.74687 0.86926 1.0 -0.4 0.0
C -0.52459 -0.82404 -0.00601 -2.3 0.9 1.2
C 0.85832 1.21528 -0.06879 -5.7 1.4 0.0
C -1.58830 1.41915 -0.03247 -2.4 1.4 -0.5
C -0.33966 2.03784 -0.11981 0.4 -3.9 0.3
C 0.72701 -0.17706 0.04635 -0.1 -0.5 -0.7
C 1.92598 -1.03425 -0.09020 1.7 0.6 2.3
C -1.66537 0.01911 -0.00460 0.5 -1.1 0.3
H -2.66344 2.02537 -0.06266 3.2 -1.5 0.1
H 3.87156 -1.25004 0.84450 -1.7 0.5 -0.5
H 2.46425 1.14418 -0.01325 4.1 -1.3 0.4
H -0.81422 -1.91085 0.19812 1.4 1.5 -0.7
H 2.75828 -0.44256 1.82477 -0.5 0.0 -0.7
H -0.14701 3.03602 -0.30670 -0.1 2.0 -0.1
```
Forces are in eV/Å.

The calculation puts the orbital gap at 9.22 eV. As for the energy above the lowest of the compared OMol25 structures with the same formula, charge and spin: 1.5296 eV. As for the strongest force on any atom: 5.9 eV Å⁻¹. The SMILES is NC(=O)c1cc(Cl)ccc1O. The calculation puts the HOMO energy at -8.75 eV. Its spin multiplicity is 1. Its net charge is 0. Its total energy is -25462.9722 eV.



(6)
Entry from the OMol25 dataset: a molecular structure, C7H6F3IrO3S (ωB97M-V/def2-TZVPD).

Geometry as XYZ:
```
21
Properties=species:S:1:pos:R:3:forces:R:3
Ir -0.27304 0.15713 0.09529 0.0 -0.7 -0.2
S 1.09471 2.45688 -0.41262 0.1 1.2 -0.3
F -1.58686 2.66094 -0.24804 0.5 0.2 -0.1
F -0.56854 4.47362 0.38406 0.3 0.0 0.2
F -0.73184 4.01473 -1.71372 0.3 -0.1 -0.1
O 0.70569 1.41602 -1.39395 -0.1 -0.4 -0.2
O 0.85645 1.85202 0.91612 -0.1 -0.3 0.5
O 2.14274 3.35267 -0.65715 0.3 0.0 0.0
C -0.90076 -1.65498 1.40440 0.0 -0.4 -0.1
C 0.73974 -2.27226 -0.81194 0.0 0.0 0.0
C -0.62544 -2.04107 -1.01094 0.0 0.0 0.1
C 0.48387 -1.86281 1.58276 -0.1 -0.1 0.0
C 1.29508 -2.17254 0.48120 -0.1 0.1 0.0
C -1.46402 -1.72570 0.09527 0.0 -0.4 0.2
C -0.63870 3.56731 -0.51639 -1.0 0.0 0.0
H -2.54049 -1.71845 -0.02632 0.0 0.3 0.0
H 0.90755 -1.84148 2.57882 0.0 0.1 0.0
H -1.55167 -1.57367 2.26689 0.0 0.3 0.0
H 1.36531 -2.55819 -1.64818 0.0 0.1 0.0
H 2.34918 -2.37170 0.63086 0.0 0.1 0.0
H -1.05896 -2.15846 -1.99642 0.0 0.1 0.0
```
Forces are in eV/Å.

The calculation puts the orbital gap (spin up / spin down) at 9.40 / 5.76 eV. As for the energy above the lowest of the compared OMol25 structures with the same formula, charge and spin: 0.4113 eV. As for the strongest force on any atom: 1.2 eV Å⁻¹. The calculation puts the HOMO energy (spin up / spin down) at -17.74 / -19.02 eV. Its spin multiplicity is 5. Its net charge is +2. Its total energy is -35300.8926 eV.